[1]
18
Properties=species:S:1:pos:R:3:forces:R:3:mulliken_charge:R:1 method="wB97M-V/def2-TZVPD" homo_lumo_gap_ev=8.26 charge=0 energy_ev=-9908.56818 smiles="C=CC(=C)N.O.O"
C -0.5199 1.3015 -1.8428 -0.34 -4.14 0.99 -0.755
C -0.1398 -0.0419 -1.4932 -0.16 3.98 -1.25 -0.239
C 0.9439 -0.3392 -0.4990 1.25 -0.30 0.65 0.725
C 2.0370 0.5107 -0.4269 0.67 -2.27 0.46 -0.907
N 0.9160 -1.6700 0.0958 0.08 2.46 -2.71 -0.561
H -1.1532 1.5277 -2.7295 0.65 -0.41 0.76 0.267
H -0.3883 2.1104 -1.1187 0.28 -0.27 -0.35 0.245
H -0.2639 -0.8964 -2.2015 -0.34 0.86 0.59 0.294
H 2.0145 1.5884 -0.5229 -0.33 -0.24 -0.93 0.275
H 3.0968 0.0823 -0.2977 -1.89 0.58 0.72 0.201
H 1.5231 -1.8511 0.8489 0.50 0.10 0.89 0.256
H 0.0073 -2.0639 0.1511 -0.47 -0.39 0.06 0.238
O 0.6685 -0.0903 2.7201 -2.01 1.69 -0.87 -0.659
H 0.7548 0.9094 2.5688 -0.18 -2.24 0.27 0.327
H -0.2717 -0.2930 2.3873 2.24 0.56 0.79 0.304
O -3.4617 -0.2050 0.9817 0.25 -0.63 1.56 -0.630
H -2.6142 -0.5738 1.2436 -0.06 -0.42 1.14 0.299
H -3.1491 -0.0055 0.1349 -0.15 1.07 -2.77 0.320

[2]
18
Properties=species:S:1:pos:R:3:forces:R:3:mulliken_charge:R:1 method="wB97M-V/def2-TZVPD" homo_lumo_gap_ev=10.26 charge=0 energy_ev=-9911.82940
O -0.1925 1.4331 0.0984 0.05 0.08 -0.37 -0.647
C 0.9336 1.1804 0.7159 0.10 0.31 -0.01 0.811
O 1.2969 0.0636 1.0335 0.11 -0.40 0.00 -0.601
C 1.7450 2.4107 1.0324 0.00 -0.29 0.30 -1.100
H 2.7520 2.1328 1.3331 0.00 -0.02 -0.10 0.303
H 1.7493 3.0992 0.1971 -0.01 0.14 -0.07 0.306
H 1.2622 2.8797 1.8851 -0.05 0.29 0.07 0.280
C -1.6608 -1.2951 0.3688 0.08 0.08 -0.28 -0.940
N -1.0303 -0.7010 -0.8248 -0.69 -0.82 -0.20 -0.325
C 0.0090 -1.5678 -1.3913 0.61 0.53 0.40 -0.903
H -2.4854 -0.6690 0.6853 -0.14 0.15 0.06 0.336
H -2.0334 -2.2953 0.1670 -0.04 -0.22 -0.01 0.385
H -0.9232 -1.3261 1.1586 0.20 -0.03 0.17 0.297
H -0.5571 0.4876 -0.3707 0.15 0.55 0.45 0.527
H -1.7612 -0.5484 -1.5150 0.16 0.06 -0.03 0.281
H 0.7590 -1.7484 -0.6103 -0.28 -0.03 -0.18 0.318
H 0.5183 -1.0371 -2.1917 -0.03 0.03 -0.14 0.313
H -0.3814 -2.4990 -1.7714 -0.21 -0.39 -0.06 0.360

[3]
18
Properties=species:S:1:pos:R:3:forces:R:3:mulliken_charge:R:1 method="wB97M-V/def2-TZVPD" homo_lumo_gap_ev=10.45 charge=0 energy_ev=-9909.53465 smiles="CCNCC=O.O"
C 2.6405 1.1205 -0.3914 -1.07 -0.49 -2.17 -1.092
C 1.3162 0.2838 -0.2315 0.45 -0.60 -1.80 -0.371
N 0.9403 -0.9182 -1.0879 1.00 0.66 0.29 -0.527
C -0.0817 -1.6800 -0.3390 0.19 1.04 0.21 -0.351
C -1.4963 -1.0804 -0.5872 0.68 0.90 2.04 -0.034
O -2.1969 -0.7050 0.3371 0.39 -0.55 -1.09 -0.462
H 3.0950 1.2099 0.5669 0.00 0.74 0.78 0.331
H 2.3645 2.0320 -0.9106 0.24 0.59 0.58 0.265
H 3.4617 0.7668 -1.0112 -0.24 -0.85 -0.32 0.344
H 0.4171 0.8484 -0.4668 0.24 0.90 1.44 0.324
H 1.5480 -0.0972 0.7301 -1.34 -0.23 1.53 0.293
H 1.8126 -1.4172 -1.1070 0.01 -0.95 -0.39 0.259
H -0.1614 -2.6949 -0.6935 0.34 -0.52 -0.19 0.391
H 0.2235 -1.6515 0.7426 -1.02 -0.31 -0.66 0.238
H -1.7959 -0.8940 -1.6279 0.06 -0.27 -0.20 0.388
O -4.2890 1.9169 2.0635 -0.75 -1.11 -2.73 -0.650
H -4.1547 1.2530 1.3014 -0.13 1.50 1.97 0.344
H -3.6436 1.7072 2.7124 0.93 -0.45 0.73 0.308

[4]
18
Properties=species:S:1:pos:R:3:forces:R:3:mulliken_charge:R:1 method="wB97M-V/def2-TZVPD" homo_lumo_gap_ev=10.30 charge=0 energy_ev=-9910.61397 smiles="CCN(C)C=O.O"
C 1.1738 -1.1746 1.7419 1.07 -0.76 2.84 -1.131
C -0.0264 -1.4526 0.9427 -4.03 0.56 0.63 -0.634
N -0.5906 -0.2427 0.2302 1.28 -1.52 -0.62 0.042
C -0.1532 -0.2718 -1.2585 -3.56 1.13 1.05 -0.952
C -0.7365 0.9418 0.9236 0.67 -0.31 -1.85 0.098
O -0.7622 2.0135 0.3208 -0.31 -0.55 0.93 -0.565
H 1.8711 -2.0136 1.7162 -0.01 -0.05 0.15 0.304
H 0.9464 -0.9722 2.8466 0.04 -0.56 -1.41 0.315
H 1.7462 -0.3164 1.5125 0.45 0.99 -1.03 0.397
H -0.8526 -1.8522 1.6149 0.83 0.72 -0.33 0.313
H -0.0425 -2.2810 0.2507 0.87 0.10 -0.50 0.539
H -1.0737 -0.0534 -1.9463 1.68 -0.49 1.31 0.168
H 0.2363 -1.2456 -1.4906 0.21 -0.17 0.02 0.413
H 0.5228 0.5298 -1.3795 0.95 0.65 -0.49 0.400
H -0.7711 0.8294 2.0418 -0.17 0.10 -0.80 0.302
O -0.4769 2.2663 -3.0416 -0.23 1.14 1.63 -0.659
H -0.9597 2.1637 -2.1805 0.45 -0.19 -0.96 0.328
H -0.0512 3.1316 -2.8450 -0.21 -0.78 -0.58 0.321

[5]
18
Properties=species:S:1:pos:R:3:forces:R:3:mulliken_charge:R:1 method="wB97M-V/def2-TZVPD" homo_lumo_gap_ev=10.01 charge=0 energy_ev=-9910.63110 smiles="CN(C)CC=O.O"
C -0.6216 1.3541 0.2304 -0.37 -0.49 0.03 -0.956
N -0.1153 0.4370 1.2527 0.46 0.24 -0.36 -0.157
C 0.6542 1.1395 2.2819 -0.25 -0.29 -0.22 -0.963
C 0.7198 -0.5787 0.5912 -0.23 0.53 0.59 -0.520
C -0.2176 -1.6294 0.0804 0.01 -0.01 -0.84 -0.091
O -0.4688 -1.7310 -1.1017 -0.03 -0.15 0.26 -0.537
H 0.1628 1.8274 -0.3632 0.26 0.26 0.14 0.353
H -1.1986 0.7788 -0.4945 -0.18 0.14 0.09 0.282
H -1.2695 2.0930 0.6972 0.02 0.07 -0.07 0.360
H 0.1059 2.0272 2.5876 0.03 0.06 0.05 0.336
H 1.6568 1.4264 1.9346 -0.05 0.13 -0.01 0.335
H 0.7530 0.4822 3.1424 0.13 0.01 0.14 0.339
H 1.4173 -0.9510 1.3379 0.03 -0.40 -0.02 0.443
H 1.2834 -0.1540 -0.2482 0.07 -0.06 -0.02 0.332
H -0.7468 -2.2741 0.7918 0.05 0.00 0.30 0.378
O -0.1334 0.5653 -2.8324 0.03 -0.17 -0.06 -0.611
H -0.1571 0.3519 -3.7693 0.01 0.08 -0.04 0.297
H -0.1865 -0.2986 -2.3913 0.00 0.07 0.05 0.381

[6]
18
Properties=species:S:1:pos:R:3:forces:R:3:mulliken_charge:R:1 method="wB97M-V/def2-TZVPD" homo_lumo_gap_ev=9.30 charge=0 energy_ev=-9909.99717 smiles="CN(C)CC=O.O"
C 1.3911 0.4244 0.2446 0.64 0.53 -0.21 -0.958
N 0.1863 0.7532 -0.5210 -0.61 0.24 1.17 -0.088
C -0.5478 1.8671 0.0932 0.76 0.47 0.17 -1.009
C -0.6981 -0.4040 -0.6689 0.75 -0.30 -1.39 -0.430
C -1.2648 -0.3515 -2.0848 -0.19 0.54 0.54 0.031
O -0.8788 -1.0198 -2.9988 0.01 -0.22 -0.15 -0.449
H 1.6099 -0.6273 0.1481 0.08 -0.23 0.18 0.371
H 2.2717 0.9543 -0.1285 -0.14 0.14 -0.29 0.277
H 1.3564 0.7123 1.3069 -0.42 -0.34 -0.07 0.292
H -0.3224 1.9882 1.1675 -0.16 -0.41 -0.09 0.317
H -1.6084 1.7130 -0.0174 -0.39 0.17 -0.12 0.391
H -0.2677 2.8352 -0.3231 -0.08 -0.04 -0.35 0.290
H -1.5454 -0.4525 0.0244 0.27 -0.18 0.38 0.330
H -0.0357 -1.2694 -0.6917 -0.49 -0.33 0.46 0.338
H -2.0609 0.4124 -2.2138 -0.01 0.00 -0.25 0.288
O 1.0586 -2.1945 2.1085 -0.80 -0.74 0.28 -0.602
H 1.2634 -3.1148 2.3299 0.43 0.22 -0.10 0.306
H 0.0927 -2.2263 2.2250 0.36 0.46 -0.16 0.306

[7]
18
Properties=species:S:1:pos:R:3:forces:R:3:mulliken_charge:R:1 method="wB97M-V/def2-TZVPD" homo_lumo_gap_ev=9.79 charge=0 energy_ev=-9909.23183 smiles=CNC(CO)CO
C 0.4798 1.3148 -2.1606 0.08 0.21 0.56 -0.879
N 0.5667 -0.0381 -1.6903 2.75 -1.80 2.02 -0.412
C -0.1358 -0.2062 -0.3993 -0.85 -0.44 -0.29 0.363
C 0.0973 0.9723 0.5781 -0.29 1.45 0.12 -0.549
O -0.7019 0.8979 1.8096 0.84 -0.10 -1.08 -0.544
C 0.1543 -1.5054 0.3289 5.70 -0.38 -1.33 -0.807
O -0.5269 -1.7485 1.4385 -2.68 0.35 2.44 -0.536
H -0.6737 1.4751 -2.2376 2.29 0.72 -0.13 0.298
H 1.1313 2.0117 -1.4740 -1.76 -0.53 -1.48 0.260
H 1.0231 1.1956 -3.0916 -0.51 1.04 -0.66 0.369
H 1.6403 -0.2647 -1.5834 -2.75 0.31 0.00 0.308
H -1.1827 -0.4492 -0.7042 0.08 1.31 0.37 0.111
H 1.1204 0.9284 0.9332 0.38 -0.38 0.00 0.298
H 0.0670 2.0375 0.1243 -0.64 -1.87 0.70 0.359
H -1.4441 1.4743 1.6851 -0.69 0.35 0.02 0.316
H 0.1205 -2.3749 -0.3123 -0.42 -0.09 -0.67 0.364
H 1.3197 -1.5320 0.6416 -1.64 0.47 -0.83 0.222
H -0.8323 -0.8823 1.7834 0.13 -0.61 0.24 0.459

[8]
18
Properties=species:S:1:pos:R:3:forces:R:3:mulliken_charge:R:1 method="wB97M-V/def2-TZVPD" homo_lumo_gap_ev=8.31 charge=0 energy_ev=-9908.47700 smiles="C=N/C=C/C.O.O"
C -0.9214 0.1806 -1.4474 -1.52 -2.45 0.98 -0.492
N -0.0457 -0.7261 -1.2353 3.15 2.30 -0.95 -0.336
C 0.4501 -0.9918 0.0464 -1.61 -0.86 0.77 -0.094
C 0.0057 -0.3438 1.1507 -0.80 0.60 -1.26 -0.323
C -0.3246 -0.8848 2.5234 2.78 1.03 -0.40 -0.932
H -1.0689 0.6332 -2.4131 0.07 -0.09 -0.44 0.242
H -1.7913 0.1513 -0.7673 0.35 1.23 0.22 0.335
H 1.1640 -1.8023 0.1103 -0.37 -0.51 -0.02 0.396
H -0.4132 0.6284 0.8538 -0.30 -0.27 0.56 0.350
H -0.5999 -0.0559 3.1691 -0.84 -0.29 0.01 0.318
H -0.9850 -1.7122 2.3671 -0.67 -0.20 0.56 0.264
H 0.6069 -1.2242 2.9974 -0.19 -0.48 -0.05 0.289
O 0.7004 5.6732 0.3982 0.38 0.32 0.37 -0.637
H 1.6045 6.0062 0.4863 -0.28 -0.04 0.09 0.321
H 0.7148 5.2126 -0.4355 -0.11 -0.29 -0.45 0.316
O -0.0473 -3.7480 -2.7036 -0.27 -0.67 0.39 -0.632
H 0.5048 -3.9094 -1.9354 -0.08 -0.14 0.21 0.302
H 0.4459 -3.0868 -3.1652 0.30 0.82 -0.57 0.314

[9]
18
Properties=species:S:1:pos:R:3:forces:R:3:mulliken_charge:R:1 method="wB97M-V/def2-TZVPD" homo_lumo_gap_ev=10.23 charge=0 energy_ev=-9910.88044 smiles="CC[C@H](N)C=O.O"
C -1.1064 2.4689 -0.8032 0.55 0.25 0.37 -1.155
C -0.4784 1.1308 -0.4459 0.09 -0.51 0.25 -0.596
C -1.0850 0.4684 0.7866 -0.08 0.02 0.23 0.266
N -1.1591 1.3010 1.9934 0.06 -0.02 -0.27 -0.666
C -0.3323 -0.8092 1.1028 0.22 -0.45 0.20 -0.236
O 0.2240 -1.4932 0.2824 -0.08 0.14 0.04 -0.487
H -2.0458 2.6080 -0.2849 -0.48 -0.06 -0.18 0.315
H -0.4759 3.2832 -0.4370 0.00 0.03 -0.14 0.296
H -1.2204 2.6039 -1.8721 -0.15 0.01 -0.12 0.347
H -0.5568 0.3791 -1.2226 -0.08 0.09 -0.38 0.383
H 0.5930 1.2055 -0.2631 0.15 0.26 -0.07 0.386
H -2.0899 0.1146 0.5257 -0.12 0.11 0.09 0.240
H -2.0983 1.6272 2.1626 -0.07 0.00 0.03 0.283
H -0.5848 2.1276 1.8809 0.06 -0.06 0.10 0.250
H -0.3287 -1.1075 2.1759 -0.08 0.18 -0.13 0.375
O 3.2684 -2.8891 -2.4330 0.05 0.01 -0.11 -0.632
H 3.0201 -3.6690 -1.9270 0.05 0.11 0.06 0.317
H 3.9797 -2.4649 -1.9421 -0.11 -0.11 0.04 0.315

[10]
18
Properties=species:S:1:pos:R:3:forces:R:3:mulliken_charge:R:1 method="wB97M-V/def2-TZVPD" homo_lumo_gap_ev=9.42 charge=0 energy_ev=-9908.71202 smiles="C=NC(=C)C.O.O"
C 0.1589 0.8238 1.4043 -2.85 -2.09 1.76 -0.325
N 0.6156 0.0545 0.5276 2.86 -0.24 0.58 -0.281
C 0.2584 -1.3101 0.2353 -2.37 1.67 -1.07 0.654
C 1.1809 -2.0126 -0.3964 0.94 -0.15 1.03 -0.864
C -1.1343 -1.7711 0.6186 0.25 -0.11 -0.17 -1.063
H -0.8495 0.5963 1.8287 -0.03 0.00 -0.23 0.147
H 0.5900 1.4394 2.1964 1.21 1.09 -1.59 0.278
H 2.1849 -1.6119 -0.2801 -0.03 0.03 -0.94 0.316
H 1.0499 -3.0434 -0.6760 -0.11 -0.16 0.02 0.319
H -1.4102 -1.1130 1.4477 -0.28 -0.87 0.31 0.285
H -1.1033 -2.8473 0.8237 -0.06 0.37 0.61 0.320
H -1.9588 -1.6864 -0.0962 0.48 0.45 -0.43 0.241
O -1.2748 2.7587 -0.8809 -0.63 -0.21 0.20 -0.615
H -1.7549 3.1024 -0.1218 0.32 0.46 0.28 0.302
H -1.9443 2.1374 -1.1872 0.24 -0.24 -0.48 0.309
O 2.0748 1.7686 -1.7052 -0.06 -0.25 -0.13 -0.652
H 1.6630 1.6358 -2.5618 0.04 0.21 -0.23 0.299
H 1.6535 1.0789 -1.1766 0.08 0.03 0.48 0.330

[11]
18
Properties=species:S:1:pos:R:3:forces:R:3:mulliken_charge:R:1 method="wB97M-V/def2-TZVPD" homo_lumo_gap_ev=10.59 charge=0 energy_ev=-9907.77778 smiles="[H]/N=C/C.CCOO"
H 2.2881 0.5236 0.1799 0.08 -0.14 0.27 0.297
N 2.3485 -0.0811 1.0066 -1.13 0.11 0.42 -0.676
C 1.2147 -0.1006 1.6101 0.67 0.47 -1.25 0.283
C 0.9943 -0.9365 2.8283 -0.24 0.00 -0.05 -0.959
H 0.3486 0.4856 1.2126 0.52 -0.43 0.42 0.216
H -0.0750 -0.9998 3.0442 0.15 -0.04 0.09 0.282
H 1.3864 -1.9426 2.6602 0.03 0.15 0.10 0.251
H 1.5072 -0.4847 3.6805 -0.04 -0.11 0.01 0.306
C -1.6384 1.4703 -2.0043 -0.58 -0.03 -0.19 -1.149
C -0.5378 0.4923 -1.6608 -0.24 -1.08 0.20 0.113
O -1.1133 -0.5552 -0.7757 0.76 1.32 -0.79 -0.289
O -0.2045 -1.6823 -0.7526 -0.66 0.20 -0.18 -0.330
H -2.2027 1.1402 -2.8834 0.14 0.02 0.13 0.276
H -1.2246 2.4591 -2.2228 -0.03 -0.16 0.07 0.340
H -2.3763 1.5695 -1.2023 0.29 0.04 0.10 0.315
H -0.1638 0.0027 -2.5650 -0.05 -0.08 0.17 0.320
H 0.3131 1.0113 -1.2098 -0.12 -0.31 0.44 0.086
H -0.8643 -2.3718 -0.9457 0.45 0.07 0.03 0.318

[12]
18
Properties=species:S:1:pos:R:3:forces:R:3:mulliken_charge:R:1 method="wB97M-V/def2-TZVPD" homo_lumo_gap_ev=9.93 charge=0 energy_ev=-9909.72836 smiles="C[C@@H](N)CC=O.O"
C -0.7337 0.4038 0.0874 -0.29 -0.59 -1.38 -1.176
C 0.3684 0.3972 1.1638 -2.86 -0.78 2.03 0.186
N -0.0298 -0.5240 2.2910 1.60 -2.33 -2.48 -0.591
C 1.6476 0.1130 0.5218 1.94 -1.84 -2.46 -0.391
C 2.0047 1.2127 -0.3889 -0.52 0.95 -5.37 -0.064
O 2.2746 1.0482 -1.6092 -0.21 0.14 3.50 -0.511
H -0.6144 1.2194 -0.6875 -0.68 -0.14 1.30 0.312
H -1.8069 0.2000 0.5036 2.10 0.76 -0.96 0.314
H -0.4223 -0.4154 -0.6287 -0.89 0.12 0.96 0.291
H 0.5055 1.3354 1.6930 -0.36 0.50 -0.12 0.269
H -0.3672 -1.5128 2.0282 0.56 2.57 0.55 0.223
H -0.5113 -0.0785 3.0153 -1.00 0.42 0.86 0.199
H 1.6119 -0.7946 -0.2487 0.32 1.42 2.17 0.221
H 2.5207 0.1449 1.1758 -0.12 -0.89 0.57 0.324
H 1.8166 2.2811 -0.1456 0.39 -0.32 0.79 0.392
O -2.4182 -1.7481 -2.7262 -1.06 0.14 0.44 -0.631
H -3.3280 -1.6266 -2.3656 1.07 -0.14 -0.46 0.318
H -2.5182 -1.6559 -3.6793 -0.01 0.00 0.04 0.315